[1]
Computed, not measured: a cluster of 10 separate species, H20O10 in total at a distorted geometry, with ωB97M-V/def2-TZVPD.

Last column: Löwdin charge in e.
Cartesian coordinates (Å):
H (-0.97233, 2.33228, 0.21960)  0.029
H (2.89704, 0.85874, -0.29202)  -0.001
H (0.92487, -1.78944, 1.71141)  -0.042
H (1.14019, 2.33286, 0.52005)  0.007
H (-1.91125, 1.15350, -2.15573)  0.107
H (3.98129, 0.61511, -1.37459)  0.107
O (1.55398, -1.96263, 0.21724)  -0.034
H (2.17804, -1.30477, -0.00896)  -0.003
H (-2.84243, 0.22454, -0.81576)  0.052
H (0.67447, -1.75699, -0.22283)  0.044
H (-0.56246, 1.12675, -1.36628)  0.048
O (3.15866, 0.19739, -0.96233)  -0.099
H (0.53133, -2.50219, 2.83735)  0.090
H (0.46709, -0.97362, -1.74957)  0.005
O (0.53060, -0.07301, -2.04694)  -0.033
O (0.66727, -1.55252, 2.59964)  -0.070
H (-1.36758, 0.88982, 2.01206)  0.007
H (1.40369, 0.11307, -1.70886)  0.002
O (-3.08193, -0.72022, -0.50499)  -0.097
H (1.11040, 0.97987, 0.93604)  0.025
O (1.70851, 1.59171, 0.56626)  -0.002
O (-1.52558, 1.42122, -1.26434)  -0.123
O (-1.01671, -2.37084, -1.02115)  -0.047
H (-1.04871, 3.67265, 1.04557)  0.075
O (-1.46913, -0.04570, 1.89137)  -0.056
H (-1.20563, -2.47554, -1.94930)  0.054
H (-1.72093, -1.75220, -0.78347)  -0.007
H (-2.96669, -0.57007, 0.45020)  0.030
O (-0.55237, 2.84502, 0.96380)  -0.067
H (-0.68372, -0.50477, 2.25653)  -0.002

Cartesian forces, eV/Å:
0.0 0.9 0.7
-0.3 0.0 0.0
0.9 0.7 -1.6
-0.8 2.0 -0.1
0.9 0.8 1.6
-1.7 -1.2 0.7
-2.5 -1.1 -0.4
1.3 1.3 -0.6
-0.3 -2.2 0.6
1.3 -0.7 0.6
-1.4 -0.3 -0.1
2.2 0.9 -1.0
-0.2 1.1 0.8
-0.9 -0.9 -0.2
-0.1 0.4 -0.2
-0.6 -1.7 1.4
0.2 0.7 0.3
1.2 0.8 -0.1
0.1 2.3 -0.2
-0.9 -1.7 1.0
1.6 -0.2 -0.3
0.4 -0.3 -1.9
0.7 -0.1 0.0
0.1 -0.3 -0.1
-0.3 -0.6 -0.4
0.1 -0.5 -0.6
-0.7 0.5 0.6
0.1 -0.4 0.0
-0.7 -0.3 -0.6
-0.2 0.0 0.1

Properties
gap between HOMO and LUMO	11.37	eV
highest occupied orbital energy	-0.408	Eh
SMILES string	O.O.O.O.O.O.O.O.O.O
ΔE to the lowest compared entry with this formula, charge and spin	188.1	kJ/mol
spin multiplicity	1
LUMO energy	0.26	eV
energy	-764.41029	hartree



[2]
Computed, not measured: an isolated molecule of C4H7NS3 at a distorted geometry, with ωB97M-V/def2-TZVPD.

Last column: Löwdin charge in e.
Cartesian coordinates (Å):
S (-1.32633, -1.98252, -0.83844)  0.754
H (2.16222, -1.58409, 1.52388)  0.090
C (-1.20323, 1.93683, -0.23073)  -0.091
H (0.45323, -1.32427, 1.08062)  0.037
N (-1.69766, -0.41629, -0.26301)  -0.343
S (0.68691, 0.21566, -1.36711)  0.877
H (-2.51951, -2.48916, -0.61853)  -0.155
C (1.87943, -0.40069, -0.25250)  -1.184
H (-2.22209, 2.04773, 0.17252)  0.086
H (-1.11543, 2.53643, -1.17597)  0.094
H (1.39347, 0.07254, 1.76233)  0.111
C (-0.90109, 0.50046, -0.53856)  -0.772
H (-0.46729, 2.23888, 0.50153)  0.070
S (3.42279, -0.51675, -0.84391)  0.625
C (1.45458, -0.83478, 1.08790)  -0.197

Cartesian forces, eV/Å:
0.6 0.2 0.0
-0.4 0.9 -0.4
-0.4 0.0 -0.7
0.6 0.5 0.0
-1.2 -1.3 -0.4
0.3 0.5 -0.8
-0.7 -0.1 0.3
1.0 -0.3 -0.9
0.4 -0.1 -0.1
0.1 -0.4 1.0
0.1 -1.0 -0.6
1.0 0.7 0.3
0.1 0.6 0.1
-1.2 0.1 0.5
-0.4 -0.4 1.7

Properties
gap between HOMO and LUMO	8.47	eV
highest occupied orbital energy	-0.321	Eh
SMILES string	CC(=S)S/C(C)=N\S
ΔE to the lowest compared entry with this formula, charge and spin	110.0	kJ/mol
spin multiplicity	1
LUMO energy	-0.28	eV
energy	-1405.88161	hartree



[3]
Computed, not measured: an isolated molecule of C4H11NO at a distorted geometry, with ωB97M-V/def2-TZVPD.

Last column: Löwdin charge in e.
Cartesian coordinates (Å):
O (0.69480, -1.04750, -0.23637)  -0.156
H (-0.73860, -0.27284, 0.89189)  0.074
H (0.71202, -0.08743, 1.87073)  0.041
C (1.69958, -0.04081, 1.54091)  -0.082
H (2.44776, -0.82374, 1.93084)  0.122
H (-2.28211, 1.65748, 0.40472)  0.097
H (2.53330, -0.60665, -0.35471)  0.101
H (-1.36268, -1.58916, -0.29194)  0.167
H (1.97931, 0.97562, 1.82452)  0.084
H (-2.65792, 1.72229, -1.24839)  0.072
H (-2.90623, 0.35166, -0.20935)  0.016
C (1.72268, -0.13637, 0.09672)  -0.298
H (1.59708, 0.87685, -0.34852)  0.123
H (-0.40302, 0.82128, -1.69814)  0.099
C (-0.65435, -0.65044, -0.10029)  -0.195
C (-2.29359, 1.03304, -0.54461)  -0.183
N (-1.04619, 0.58887, -0.97671)  -0.082

Cartesian forces, eV/Å:
-1.7 -1.0 -1.9
-0.9 0.0 1.0
-1.3 -0.8 1.0
3.7 0.3 1.7
-1.6 1.2 0.2
0.7 0.0 -0.5
1.9 -0.4 -0.4
1.6 2.0 0.3
0.6 -0.2 0.4
-1.3 0.5 -1.1
-3.5 -4.3 0.6
-2.3 1.1 -1.2
-0.2 -0.7 -0.1
-0.5 0.5 -0.5
0.1 0.7 -2.2
3.0 5.5 0.2
1.8 -4.6 2.6

Properties
gap between HOMO and LUMO	9.32	eV
highest occupied orbital energy	-0.303	Eh
SMILES string	CCOCNC
ΔE to the lowest compared entry with this formula, charge and spin	331.2	kJ/mol
spin multiplicity	1
LUMO energy	1.09	eV
energy	-288.89086	hartree



[4]
Computed, not measured: the ion C4H3O2S with charge -1 at a distorted geometry, with ωB97M-V/def2-TZVPD.

Last column: Löwdin charge in e.
Cartesian coordinates (Å):
H (-0.44448, -1.54876, 0.75180)  0.082
C (1.42929, -1.09693, -2.57455)  -1.012
O (0.96341, -1.29817, -3.66961)  -0.077
H (0.40282, 0.94482, -0.83416)  0.042
C (0.00795, -0.91805, 0.00693)  -0.110
C (-0.08307, 0.40479, -0.03526)  -0.013
O (0.84287, -2.87562, -1.01463)  -0.017
C (0.70442, -1.66852, -1.17946)  -0.404
S (2.87252, -0.45902, -2.01949)  0.470
H (-0.59883, 1.00640, 0.69832)  0.040

Cartesian forces, eV/Å:
0.0 -0.2 0.2
-1.1 -0.2 2.2
-0.4 -0.1 -0.3
0.1 0.0 -0.1
0.8 0.5 -2.3
-0.1 -0.1 0.1
-0.3 0.6 -0.1
0.1 -1.1 0.1
1.0 0.6 0.0
-0.1 -0.1 0.3

Properties
gap between HOMO and LUMO	7.32	eV
highest occupied orbital energy	-0.128	Eh
SMILES string	C=CC(=O)C([O-])=S
net charge	-1
ΔE to the lowest compared entry with this formula, charge and spin	0.7	kJ/mol
spin multiplicity	1
LUMO energy	3.83	eV
energy	-702.91034	hartree